The following is a quantum chemistry calculation of a 2-piece molecular cluster, C6H12O overall in a non-equilibrium geometry, from the OMol25 dataset.

Properties
Lowest unoccupied orbital energy (alpha / beta) = -4.860 / -7.528 eV
Largest force on an atom = 3.92 eV/Å
Spin multiplicity = 2
Net charge = +1
Total energy = -8453.24377 eV
Orbital gap (alpha / beta) = 9.11 / 6.44 eV
Relative energy (zero: lowest compared OMol25 entry of this formula, charge and spin) = 41.60 kcal per mole

Cartesian coordinates (Å):
C1 -3.058 -0.648 1.330
C2 -1.905 -1.348 0.714
C3 -0.950 -0.556 0.137
C4 0.430 -0.986 -0.002
C5 1.518 -0.450 0.610
C6 2.870 -0.391 0.153
H1 -2.819 0.326 1.709
H2 -3.322 -1.269 2.187
H3 -3.857 -0.598 0.573
H4 -1.780 -2.413 0.433
H5 -1.238 0.471 -0.173
H6 0.554 -1.885 -0.618
H7 1.435 -0.147 1.640
H8 3.112 -1.177 -0.622
H9 3.148 0.580 -0.293
H10 3.620 -0.685 0.916
H11 0.526 3.143 -2.392
H12 0.821 4.499 -3.102
O1 0.894 3.536 -3.199

Here are the natural (NBO) charges for atoms 1 to 2, given in e: number 1, C, carries -0.681; number 2, C, carries 0.048

The following is a quantum chemistry calculation of a 2-piece molecular cluster, C7H14O overall in a non-equilibrium geometry, from the OMol25 dataset.

Properties
Lowest unoccupied orbital energy = 0.868 eV
Largest force on an atom = 4.45 eV/Å
Net charge = 0
Total energy = -9530.47269 eV
Orbital gap = 10.24 eV
Relative energy (zero: lowest compared OMol25 entry of this formula, charge and spin) = 75.96 kcal per mole

Cartesian coordinates (Å):
C1 1.571 0.312 1.589
C2 0.295 -0.024 1.515
C3 -0.708 0.333 0.507
C4 -1.602 1.311 0.544
C5 -0.660 -0.595 -0.757
C6 -0.106 0.271 -1.930
C7 1.451 0.241 -2.136
H1 2.112 0.746 0.688
H2 2.222 0.267 2.456
H3 -0.170 -0.289 2.476
H4 -2.350 1.406 -0.289
H5 -1.771 2.019 1.317
H6 0.207 -1.059 -0.450
H7 -1.505 -1.221 -0.830
H8 -0.339 1.329 -1.863
H9 -0.494 -0.198 -2.811
H10 2.020 -0.664 -2.012
H11 2.003 0.929 -1.507
H12 1.548 0.518 -3.160
O1 -1.228 -2.014 2.532
H13 -1.666 -1.189 2.346
H14 -0.828 -2.430 1.775

Here are the natural (NBO) charges for atoms 1 to 2, given in e: number 1, C, carries -0.355; number 2, C, carries -0.266

Q: Look up the largest force on an atom of the first one.
A: 3.92 eV/Å